Molecular formula: C29H44BF17N3O8S
Method: DFT, ωB97M-V/def2-TZVPD

Calculated values
2S+1: 1
HOMO level in eV: -11.18
Kohn-Sham gap in eV: 4.8
Net charge: +1

```
103
Properties=species:S:1:pos:R:3:forces:R:3:mulliken_charge:R:1
C 3.361 2.915 -2.258 -0.5 0.8 1.0 -0.976
C 1.978 3.462 -1.497 2.7 0.8 -0.8 0.318
O 1.079 2.279 -1.346 -3.7 1.8 3.4 -0.503
B -0.035 2.628 -0.432 3.5 3.8 -2.1 1.543
O -0.230 4.048 -0.079 -0.2 -4.3 1.0 -0.639
N -0.993 1.582 0.190 -2.2 -1.8 -3.1 0.602
C -2.071 1.052 -0.532 -0.7 -0.7 2.4 -2.289
N -2.864 -0.021 0.227 2.4 1.6 -1.9 0.454
C -3.080 -1.237 -0.642 -1.2 -0.9 -0.9 0.479
O -4.427 -1.052 -1.277 1.1 0.2 1.1 -0.567
C -3.157 -2.665 0.156 -1.1 -0.4 0.2 -0.576
C -4.191 -2.631 1.465 0.8 -1.3 0.9 0.389
C -4.687 -4.202 1.722 0.0 -0.3 -0.1 -1.137
C -3.373 -2.213 2.856 -0.4 -0.3 -0.6 -0.852
C -1.983 -1.167 -1.854 -1.7 0.0 -0.6 -1.276
C -2.321 0.198 -2.759 2.4 -2.9 -2.2 -0.260
C -1.015 0.339 -3.795 -0.2 -0.9 0.0 0.418
C -1.424 0.892 -5.284 1.7 -0.2 -0.4 -0.792
C -1.123 2.499 -5.483 -0.1 -0.5 -0.4 -0.112
F 0.196 2.905 -4.885 -2.9 -1.1 -1.0 -0.302
N -2.383 1.465 -1.976 -1.4 0.0 2.7 0.965
C -3.630 2.274 -2.108 -2.8 1.0 -1.0 0.619
F -4.724 1.920 -1.138 3.1 0.9 -2.5 -0.321
F -4.301 2.191 -3.461 2.9 -0.5 4.4 -0.318
C -3.416 3.922 -1.911 -0.4 1.7 -3.1 0.532
F -4.419 4.610 -2.812 3.3 -2.3 3.3 -0.301
F -2.085 4.383 -2.449 -4.4 -1.9 2.3 -0.203
C -3.755 4.468 -0.410 -0.5 4.1 2.4 0.531
F -5.232 4.631 -0.136 5.7 -1.2 -1.0 -0.226
F -3.101 3.758 0.706 -2.3 1.8 -3.8 -0.155
F -3.220 5.882 -0.358 -1.8 -5.1 -0.1 -0.255
S -0.592 1.124 1.845 -2.2 6.2 8.8 1.178
O -1.830 1.218 2.821 4.3 -1.6 -5.1 -0.659
O 0.405 2.212 2.409 -2.8 -4.5 -3.9 -0.532
C 0.272 -0.539 1.991 -1.4 -4.3 1.1 0.400
F -0.197 -1.123 3.304 1.6 2.3 -4.7 -0.221
F -0.251 -1.445 0.943 2.1 2.8 3.1 -0.163
C 1.906 -0.464 2.096 2.1 2.7 1.9 0.458
F 2.203 0.079 3.475 -1.1 -1.8 -4.5 -0.317
F 2.533 0.534 1.159 -2.4 -3.7 2.8 -0.120
C 2.679 -1.906 2.017 2.0 -1.6 2.2 0.503
F 4.108 -1.659 2.409 -5.0 -0.6 -1.4 -0.274
F 2.163 -2.905 3.009 1.4 3.7 -3.3 -0.285
C 2.667 -2.642 0.559 1.9 -2.7 -3.5 0.638
F 1.898 -3.912 0.498 2.5 4.8 0.5 -0.219
F 2.234 -1.807 -0.582 1.2 -2.5 4.2 -0.146
F 4.101 -3.022 0.270 -5.2 1.3 0.9 -0.245
H 3.129 2.296 -3.228 0.4 1.3 2.0 0.278
H 3.944 2.307 -1.438 -1.1 1.0 -1.9 0.204
H 4.010 3.881 -2.497 -1.4 -2.2 0.4 0.332
H 1.475 4.341 -2.098 0.8 -2.0 1.2 0.308
H 2.352 3.862 -0.437 -1.2 -1.0 -2.4 -0.402
H -0.567 4.088 0.866 0.3 0.2 -1.5 0.404
H -3.743 0.362 0.634 0.9 -0.1 -0.3 0.446
H -5.111 -0.819 -0.584 1.3 -0.6 -1.0 0.503
H -3.645 -3.461 -0.587 1.2 2.0 1.3 0.319
H -2.128 -3.119 0.477 -1.8 1.2 -0.6 0.244
H -5.138 -1.967 1.285 1.8 -1.1 0.3 0.093
H -3.782 -4.948 1.516 -1.9 1.7 0.3 0.265
H -5.598 -4.506 1.020 2.0 0.7 1.5 0.309
H -5.001 -4.388 2.851 0.6 0.6 -2.5 0.345
H -2.372 -2.837 2.825 -1.9 1.5 0.2 0.129
H -3.206 -1.054 2.940 0.0 -2.3 -0.2 0.057
H -3.970 -2.573 3.798 1.1 0.8 -1.9 0.462
H -0.863 -1.245 -1.534 -2.1 0.2 -0.3 -0.070
H -2.231 -2.074 -2.589 0.8 2.0 1.8 0.445
H -3.247 -0.098 -3.398 1.3 1.2 1.6 0.781
H -0.613 -0.768 -3.934 -0.9 2.3 0.2 -0.185
H -0.124 0.932 -3.282 -2.0 -1.0 -1.2 -0.111
H -0.704 0.330 -6.052 -1.6 1.2 1.7 0.380
H -2.516 0.566 -5.593 2.1 1.0 0.8 0.242
H -1.980 3.109 -4.969 1.9 -0.8 -1.0 0.083
H -1.020 2.715 -6.646 -0.3 -0.2 2.7 0.331
C 4.948 -2.308 5.537 0.2 -0.4 0.3 -0.794
C 4.823 -1.310 6.657 0.7 -0.4 1.7 0.721
O 5.231 -1.566 7.789 -0.6 0.4 -1.6 -0.562
C 4.180 0.013 6.339 0.0 0.2 0.5 -0.625
H 5.431 -3.216 5.913 -0.1 0.2 -0.1 0.334
H 3.956 -2.570 5.160 0.1 0.1 -0.2 0.092
H 5.562 -1.891 4.735 -0.2 0.0 -0.1 0.272
H 3.154 -0.145 5.998 0.1 0.1 -0.2 0.149
H 4.760 0.533 5.573 -0.2 -0.1 -0.1 0.097
H 4.158 0.632 7.243 0.0 -0.2 -0.2 0.326
C -0.988 -6.241 -3.968 -0.4 0.0 0.4 -1.259
C -0.797 -4.834 -3.468 -0.7 0.3 0.9 0.806
O -1.475 -4.387 -2.544 0.7 -0.3 -0.9 -0.458
C 0.254 -3.995 -4.144 -0.1 0.4 0.3 -0.663
H -1.780 -6.728 -3.388 0.2 0.1 -0.1 0.310
H -1.285 -6.225 -5.020 0.2 -0.1 0.0 0.351
H -0.063 -6.809 -3.842 0.0 0.0 -0.2 0.351
H 0.013 -3.878 -5.203 0.2 -0.2 0.0 0.324
H 1.235 -4.462 -4.026 -0.1 0.0 -0.2 0.379
H 0.280 -3.003 -3.679 0.0 -0.2 -0.1 -0.123
C 5.833 2.870 2.604 0.3 -0.1 -0.4 -0.889
C 4.835 3.437 1.629 0.3 -0.1 -1.5 0.842
O 5.029 3.389 0.416 -0.3 0.1 1.5 -0.544
C 3.590 4.064 2.197 -0.2 0.1 -0.4 -0.773
H 6.680 2.450 2.052 -0.2 0.1 0.1 0.322
H 6.201 3.662 3.261 -0.1 -0.1 0.1 0.387
H 5.368 2.073 3.190 0.0 0.2 0.2 0.020
H 3.859 4.909 2.837 -0.1 -0.2 0.1 0.470
H 3.026 3.321 2.766 0.1 0.1 0.2 0.095
H 2.962 4.430 1.378 0.2 0.0 0.2 0.064
```
Forces are in eV/Å.

Molecular formula: C29H44BF4N12Sc
Method: DFT, ωB97M-V/def2-TZVPD

Calculated values
2S+1: 1
ΔE to the lowest compared entry with this formula, charge and spin in eV: 1.356
HOMO level in eV: -12.89
Kohn-Sham gap in eV: 7.9
Net charge: +2

```
91
Properties=species:S:1:pos:R:3:forces:R:3:mulliken_charge:R:1
Sc -0.076 -0.296 0.460 -0.4 0.5 -1.2 -1.223
C -4.726 -0.352 -2.935 -0.2 -0.3 -0.1 -1.240
N -3.498 0.307 -2.518 0.2 -0.2 0.1 0.295
C -3.394 1.705 -2.891 0.1 0.3 0.1 -1.018
C -2.630 -0.277 -1.655 0.2 0.2 -0.2 -0.310
N -1.509 0.255 -1.254 0.3 0.1 0.3 1.594
N -2.993 -1.533 -1.223 -0.6 -0.1 0.0 0.102
C -2.306 -2.414 -0.403 0.3 -0.2 -0.2 -0.032
N -3.020 -3.505 -0.067 0.0 -0.1 0.0 -0.393
N -1.068 -2.232 -0.093 0.3 0.1 0.4 0.189
H -5.292 0.327 -3.565 0.0 0.0 0.0 0.342
H -5.365 -0.610 -2.089 -0.1 0.0 0.0 0.412
H -4.511 -1.245 -3.525 0.0 0.0 0.0 0.386
H -3.770 1.835 -3.905 0.0 0.0 0.1 0.450
H -2.365 2.060 -2.881 0.0 0.0 0.0 0.295
H -3.986 2.333 -2.218 0.1 0.0 0.0 0.321
H -1.327 1.143 -1.715 0.0 -0.2 0.2 -0.704
H -3.908 -1.858 -1.505 0.2 0.1 0.1 0.216
H -4.025 -3.512 -0.122 0.0 0.0 0.0 0.202
H -2.632 -4.120 0.631 0.0 0.0 0.0 0.263
H -0.730 -3.008 0.479 -0.1 0.2 0.0 0.180
C 3.686 1.240 2.328 -0.1 0.1 -0.1 -1.013
C 4.727 0.566 1.716 -0.1 0.1 0.1 -1.026
C 4.441 -0.302 0.684 -0.2 -0.2 -0.2 -0.940
C 3.123 -0.502 0.255 -0.3 0.5 0.3 1.234
C 2.037 0.242 0.795 0.7 -0.2 0.1 0.928
C 2.389 1.091 1.857 -0.3 0.0 -0.2 0.182
C 2.830 -1.549 -0.732 -0.2 -0.2 -0.4 1.013
C 3.749 -2.608 -0.958 0.0 -0.2 -0.2 -1.475
C 3.487 -3.556 -1.900 -0.1 0.3 0.2 -1.273
C 2.283 -3.487 -2.632 -0.2 0.3 0.2 1.173
C 1.942 -4.432 -3.619 -0.2 -0.1 -0.1 -0.801
C 0.738 -4.358 -4.264 0.2 -0.1 0.0 -0.897
C -0.159 -3.327 -3.948 0.0 0.2 0.1 -1.024
C 0.152 -2.387 -3.000 -0.1 0.0 -0.1 0.756
C 1.380 -2.438 -2.308 0.1 -0.5 -0.4 -1.126
N 1.665 -1.484 -1.379 0.2 0.2 0.7 0.886
H 3.875 1.877 3.176 0.1 0.1 0.1 0.491
H 5.740 0.690 2.063 0.1 0.0 0.0 0.427
H 5.254 -0.832 0.214 0.1 -0.1 0.0 0.462
H 1.620 1.646 2.378 0.0 0.0 0.0 0.204
H 4.642 -2.678 -0.358 0.0 0.0 0.0 0.590
H 4.173 -4.371 -2.081 0.1 -0.1 0.0 0.472
H 2.640 -5.225 -3.841 0.1 -0.1 0.0 0.478
H 0.466 -5.094 -5.006 0.0 -0.1 -0.1 0.431
H -1.109 -3.286 -4.461 -0.1 0.0 0.0 0.529
H -0.540 -1.601 -2.732 0.0 0.1 0.0 0.402
C -1.602 3.039 0.629 0.2 0.0 -0.4 -0.489
N -2.470 4.030 1.224 0.0 0.2 -0.2 0.064
C -3.762 3.414 1.521 -0.1 0.0 -0.1 -0.688
N -3.612 2.278 2.416 -0.3 -0.1 0.0 0.184
C -2.739 1.301 1.811 -0.2 -0.3 0.0 -0.798
N -1.384 1.844 1.489 0.2 -0.2 -0.1 1.686
C -0.841 2.374 2.786 0.3 -0.1 0.2 -1.385
N -1.710 3.348 3.397 0.1 0.1 0.3 0.176
C -1.883 4.472 2.490 0.1 0.1 0.0 -0.733
C -3.007 2.741 3.663 0.0 0.0 0.1 -0.634
H -0.628 3.499 0.420 -0.1 -0.1 0.0 0.215
H -2.054 2.715 -0.314 0.1 0.0 0.1 -0.032
H -4.221 3.077 0.585 0.0 0.0 0.0 0.226
H -4.409 4.158 1.989 0.0 0.0 -0.1 0.363
H -3.201 0.943 0.880 0.1 0.0 0.1 -0.079
H -2.630 0.470 2.509 0.0 0.0 -0.2 0.284
H 0.116 2.866 2.585 -0.1 -0.2 0.0 0.571
H -0.696 1.540 3.479 0.0 0.0 -0.2 0.242
H -0.910 4.929 2.289 -0.1 0.0 0.0 0.338
H -2.539 5.212 2.950 0.1 0.0 0.0 0.335
H -3.660 3.480 4.131 0.0 -0.1 0.0 0.351
H -2.879 1.895 4.344 0.0 0.1 0.0 0.356
N 3.155 1.701 -4.732 0.3 0.1 -0.3 -0.042
C 2.026 0.748 -4.904 -1.0 -0.4 0.0 -0.797
C 0.849 1.232 -4.035 0.2 -0.2 -0.1 -0.595
N 1.197 1.385 -2.643 -0.2 -0.1 0.3 0.339
C 2.350 2.237 -2.465 0.2 -0.1 0.0 -0.646
C 3.559 1.782 -3.300 0.0 0.3 1.0 -0.686
H 2.848 2.633 -5.044 0.2 -0.2 0.0 0.390
H 3.951 1.421 -5.317 -0.2 0.2 0.1 0.364
H 2.350 -0.244 -4.580 0.1 0.1 0.0 0.334
H 1.738 0.701 -5.955 0.2 0.1 0.0 0.397
H 0.031 0.516 -4.121 0.0 0.0 -0.1 0.238
H 0.501 2.200 -4.419 0.0 -0.1 0.0 0.522
H 1.320 0.481 -2.176 0.1 0.1 -0.2 -0.614
H 2.623 2.239 -1.408 0.1 0.1 -0.1 0.276
H 2.074 3.258 -2.747 0.1 0.1 0.0 0.496
H 3.884 0.791 -2.978 0.0 0.0 -0.2 0.294
H 4.386 2.484 -3.198 0.0 0.0 -0.1 0.415
F -1.400 -1.271 4.312 0.0 0.4 0.8 -0.280
B -1.212 -1.791 3.111 -0.4 0.0 -0.7 0.253
F -0.566 -2.958 2.989 0.6 -0.8 0.1 -0.301
F -2.313 -1.748 2.281 -0.8 0.0 0.0 -0.347
F -0.267 -0.759 2.326 0.2 0.0 0.7 0.026
```
Forces are in eV/Å.